No. 1
This record from the Open Molecules 2025 dataset describes a structure of composition C25H22N2O9S2SiV. The level of theory is wB97M-V/def2-TZVPD.

Structure (ORCA input):
```
! wB97M-V def2-TZVPD RIJCOSX def2/J DEFGRID3
* xyz -1 3
V -2.2801 -0.4631 0.3898
N -2.5720 -0.3569 2.5478
N -3.1396 -1.5963 2.9153
C -3.6540 -2.3979 1.8629
O -4.4517 -3.2642 2.1402
O -3.1574 -2.1180 0.6857
H -1.7182 -0.1836 3.0641
H -3.2250 0.4089 2.6886
H -3.7252 -1.5918 3.7351
O -1.7654 -0.3344 -3.9008
S -1.7249 0.2382 -2.5835
O -0.4157 0.5612 -2.0677
O -2.5352 -0.5565 -1.6098
C -2.5822 1.8180 -2.6896
C -2.6052 2.3718 -3.9624
C -3.1221 3.6397 -4.1778
C -3.6289 4.3750 -3.1234
C -3.6270 3.8383 -1.8458
C -3.1132 2.5673 -1.6164
S -3.1494 2.0497 0.0884
O -3.6125 3.1617 0.8612
O -1.7736 1.5881 0.4022
O -3.9902 0.8310 0.2067
H -2.2108 1.7811 -4.7782
H -3.1224 4.0544 -5.1783
H -4.0278 5.3686 -3.2889
H -4.0235 4.3919 -1.0076
O -0.5486 -0.8719 0.7012
Si 1.0625 -0.8094 0.5070
C 1.8689 0.7653 -0.0905
C 1.4371 2.0213 0.3455
C 2.0661 3.1826 -0.0765
C 3.1504 3.1111 -0.9447
C 3.5954 1.8742 -1.3881
C 2.9531 0.7121 -0.9684
C 1.6768 -2.2289 -0.5487
C 2.5771 -3.1654 -0.0314
C 3.0473 -4.2216 -0.8061
C 2.6195 -4.3610 -2.1184
C 1.7223 -3.4436 -2.6522
C 1.2588 -2.3897 -1.8769
C 1.7428 -1.0481 2.2550
C 3.0289 -0.6387 2.6255
C 3.4977 -0.8103 3.9232
C 2.6821 -1.3928 4.8861
C 1.4025 -1.8085 4.5432
C 0.9432 -1.6378 3.2414
H 0.5803 2.0968 1.0072
H 1.7047 4.1459 0.2635
H 3.6394 4.0183 -1.2797
H 4.4336 1.8108 -2.0724
H 3.2999 -0.2466 -1.3393
H 2.9148 -3.0743 0.9956
H 3.7427 -4.9366 -0.3816
H 2.9811 -5.1840 -2.7238
H 1.3800 -3.5471 -3.6752
H 0.5678 -1.6797 -2.3161
H 3.6723 -0.1655 1.8891
H 4.4967 -0.4821 4.1869
H 3.0427 -1.5215 5.8999
H 0.7646 -2.2711 5.2877
H -0.0509 -1.9844 2.9747
*
```

As for the highest occupied orbital energy (alpha / beta): -5.762 / -6.628 eV. For the electronic energy, the calculation gives -3782.76829 Ha. The calculation puts the HOMO-LUMO gap (alpha / beta) at 8.184 / 9.047 eV.

---

No. 2
This record from the Open Molecules 2025 dataset describes a structure of composition C49H42N2O5TaTe. The level of theory is wB97M-V/def2-TZVPD.

Structure (ORCA input):
```
! wB97M-V def2-TZVPD RIJCOSX def2/J DEFGRID3
* xyz 3 1
Ta 1.1447 -0.4540 1.0108
O 2.7257 0.3331 -0.1935
C 3.2967 -0.8026 -1.0288
C 3.5584 -1.8713 0.0554
O 4.3359 -2.7513 -0.0131
O 2.5975 -1.7468 1.0437
C 2.1285 -1.3468 -1.8418
C 2.1525 -2.6756 -2.2823
C 1.1271 -3.1563 -3.0728
C 0.0718 -2.3220 -3.4458
C 0.0498 -1.0080 -3.0215
C 1.0751 -0.5129 -2.2163
C 4.4744 -0.3164 -1.7963
C 5.6867 -0.1201 -1.1230
C 6.7775 0.3921 -1.7958
C 6.6642 0.7105 -3.1472
C 5.4685 0.5140 -3.8185
C 4.3683 0.0001 -3.1465
H 2.7514 1.1681 -0.6926
H 2.9842 -3.3220 -2.0285
H 1.1615 -4.1790 -3.4250
H -0.7119 -2.6973 -4.0911
H -0.7459 -0.3443 -3.3354
H 1.0673 0.5409 -1.9558
H 5.7794 -0.3968 -0.0795
H 7.7193 0.5302 -1.2834
H 7.5206 1.1033 -3.6786
H 5.3916 0.7501 -4.8708
H 3.4448 -0.1708 -3.6864
C -4.6755 0.3081 -3.0834
C -3.4838 0.3757 -2.1728
C -2.7476 1.5531 -2.0397
C -1.6444 1.6399 -1.1952
C -0.7164 2.8345 -1.1449
O 0.4843 2.6158 -1.0520
C -1.2750 4.1889 -1.2533
C -2.6019 4.4625 -0.9072
C -3.0816 5.7587 -0.9847
C -2.2482 6.7783 -1.4279
C -0.9288 6.5114 -1.7785
C -0.4381 5.2227 -1.6822
C -1.3074 0.5089 -0.4746
O -0.2583 0.5336 0.3781
C -1.9725 -0.7120 -0.5958
C -3.0746 -0.7471 -1.4581
C -1.4655 -1.9516 0.0216
N -0.2957 -2.0536 0.6229
C 0.1134 -3.3901 1.1477
C 0.5777 -3.3763 2.6121
Te 0.3513 -1.4967 3.5940
C -1.7438 -1.3199 3.5069
C -2.4888 -2.3225 4.1158
C -3.8719 -2.1969 4.1605
C -4.4882 -1.0791 3.6155
C -3.7284 -0.0802 3.0184
C -2.3462 -0.1927 2.9610
C -2.3566 -3.1299 -0.1136
C -3.5264 -3.1495 0.6440
C -4.3852 -4.2342 0.5408
C -4.0953 -5.2717 -0.3351
C -2.9381 -5.2374 -1.1031
C -2.0580 -4.1726 -0.9876
H -4.7172 1.1683 -3.7479
H -5.5980 0.2905 -2.5006
H -4.6561 -0.5960 -3.6912
H -3.0211 2.4186 -2.6320
H -3.2539 3.6715 -0.5581
H -4.1036 5.9767 -0.7070
H -2.6302 7.7875 -1.5039
H -0.2908 7.3102 -2.1301
H 0.5848 4.9977 -1.9526
H -3.6021 -1.6796 -1.6017
H 0.9190 -3.7565 0.5118
H -0.7152 -4.0821 1.0553
H 1.6376 -3.5993 2.7168
H 0.0178 -4.0911 3.2124
H -2.0164 -3.1874 4.5659
H -4.4609 -2.9666 4.6409
H -5.5638 -0.9786 3.6704
H -4.2134 0.7965 2.6097
H -1.7613 0.6029 2.5159
H -3.7591 -2.3255 1.3083
H -5.2888 -4.2618 1.1348
H -4.7746 -6.1086 -0.4235
H -2.7198 -6.0438 -1.7900
H -1.1510 -4.1433 -1.5796
C 3.6878 4.3305 4.5141
C 3.0511 3.2183 3.7538
C 3.5450 1.9087 3.8173
C 2.9434 0.9096 3.0986
N 1.8659 1.1369 2.3069
C 1.3870 2.4000 2.2235
C 1.9471 3.4380 2.9278
H 4.2918 3.9628 5.3401
H 2.9401 5.0260 4.8928
H 4.3428 4.8935 3.8433
H 4.3990 1.6713 4.4372
H 3.3183 -0.1067 3.1426
H 0.5499 2.5579 1.5591
H 1.5188 4.4267 2.8301
*
```

As for the highest occupied orbital energy: -15.910 eV. The calculation puts the energy above the lowest of the compared OMol25 structures with the same formula, charge and spin at 0.000 eV. For the electronic energy, the calculation gives -2702.43129 Ha. The calculation puts the HOMO-LUMO gap at 6.342 eV.

---

No. 3
This record from the Open Molecules 2025 dataset describes an isolated molecule of C2H3NOS. The level of theory is wB97M-V/def2-TZVPD.

Structure (ORCA input):
```
! wB97M-V def2-TZVPD RIJCOSX def2/J DEFGRID3
* xyz 0 1
C 0.5026 0.6836 0.7607
N 0.0636 -0.7865 0.0946
S 0.5640 -1.1288 -1.6156
C -0.9275 -0.7574 -0.8033
O -2.0912 -0.5574 -1.0221
H 0.8947 1.3841 -0.0951
H -0.3674 0.8273 1.4256
H 1.3610 0.3351 1.2552
*
```

As for the highest occupied orbital energy: -9.320 eV. The calculation puts the energy above the lowest of the compared OMol25 structures with the same formula, charge and spin at 2.208 eV. For the electronic energy, the calculation gives -606.10620 Ha. Its structure (SMILES) is CN1SC1=O. The calculation puts the HOMO-LUMO gap at 9.416 eV.

---

No. 4
This record from the Open Molecules 2025 dataset describes a structure of composition C2H9N2. The level of theory is wB97M-V/def2-TZVPD.

Structure (ORCA input):
```
! wB97M-V def2-TZVPD RIJCOSX def2/J DEFGRID3
* xyz 1 1
N 1.7786 -0.4562 0.0755
H 2.0049 -1.2410 0.6589
H 2.0410 0.4000 0.5980
H 0.6403 -0.4704 -0.3421
H 2.2933 -0.4102 -0.7842
C -1.0079 1.3842 0.6476
C -1.4107 0.3179 -0.0895
N -0.6420 -0.7322 -0.6534
H 0.0891 1.5210 0.8023
H -1.8104 1.8856 1.2005
H -2.5151 0.1880 -0.2578
H -0.7682 -1.5711 -0.1242
H -0.6929 -0.8157 -1.7315
*
```

As for the highest occupied orbital energy: -14.473 eV. The calculation puts the energy above the lowest of the compared OMol25 structures with the same formula, charge and spin at 1.380 eV. For the electronic energy, the calculation gives -190.82357 Ha. The calculation puts the HOMO-LUMO gap at 10.967 eV.

---

No. 5
This record from the Open Molecules 2025 dataset describes a cluster of 2 separate species, C6H16N2 in total. The level of theory is wB97M-V/def2-TZVPD.

Structure (ORCA input):
```
! wB97M-V def2-TZVPD RIJCOSX def2/J DEFGRID3
* xyz 0 1
C -1.0192 -2.1330 1.4391
C -0.8338 -1.7349 0.0125
N -1.3555 -0.6407 -0.4293
C -1.5305 -0.4875 -1.8523
H -1.7477 -2.9424 1.5213
H -0.0782 -2.4780 1.8598
H -1.3749 -1.2881 2.0288
H -0.5067 -2.5255 -0.6746
H -1.3197 0.5457 -2.1208
H -0.8736 -1.1359 -2.4516
H -2.5722 -0.7038 -2.1063
C 1.1382 1.9628 -0.9654
C 0.7338 1.1553 0.2586
C 1.6515 0.0109 0.5535
N 0.5715 2.0291 1.4036
H 1.2949 1.3046 -1.8179
H 2.0591 2.5110 -0.7656
H 0.3656 2.6859 -1.2284
H -0.3163 0.5838 -0.0116
H 1.6461 -0.2909 1.5921
H 2.6855 0.2202 0.2728
H 1.2135 -0.9082 0.0368
H 0.2860 1.5096 2.2254
H -0.1174 2.7500 1.2196
*
```

As for the highest occupied orbital energy: -8.038 eV. The calculation puts the energy above the lowest of the compared OMol25 structures with the same formula, charge and spin at 1.835 eV. For the electronic energy, the calculation gives -347.65740 Ha. Its structure (SMILES) is C/C=N/C.CC(C)N. The calculation puts the HOMO-LUMO gap at 9.113 eV.

---

No. 6
This record from the Open Molecules 2025 dataset describes a cluster of 2 separate species, FHN2O3 in total. The level of theory is wB97M-V/def2-TZVPD.

Structure (ORCA input):
```
! wB97M-V def2-TZVPD RIJCOSX def2/J DEFGRID3
* xyz 0 1
N -1.0381 -0.3353 -0.0038
N 0.2816 0.0567 -0.4292
O -1.1385 -1.5201 0.1326
O -1.8634 0.5063 0.0299
O 1.2328 -0.4741 0.2763
F 0.4322 2.0697 0.1537
H 2.0934 -0.3033 -0.1595
*
```

As for the highest occupied orbital energy (alpha / beta): -12.151 / -11.323 eV. The calculation puts the energy above the lowest of the compared OMol25 structures with the same formula, charge and spin at 3.286 eV. For the electronic energy, the calculation gives -435.38611 Ha. The calculation puts the HOMO-LUMO gap (alpha / beta) at 9.884 / 8.605 eV.

---

No. 7
This record from the Open Molecules 2025 dataset describes an isolated molecule of C5H12N4O2. The level of theory is wB97M-V/def2-TZVPD.

Structure (ORCA input):
```
! wB97M-V def2-TZVPD RIJCOSX def2/J DEFGRID3
* xyz 0 1
C 0.3072 -2.7046 -1.2661
N 1.0254 -1.5600 -0.7417
C 0.5086 -0.3735 -0.7597
O -0.8226 -0.1532 -1.3679
N -1.7840 0.5095 -0.5778
O -2.1898 1.5403 -1.0880
N -2.0886 -0.0335 0.4707
C -2.9334 0.6782 1.3607
N 1.0787 0.6914 -0.2217
C 0.5518 1.9798 -0.3704
C 2.2015 0.4794 0.6753
H -0.6401 -2.4828 -1.8362
H -0.0680 -3.3985 -0.4198
H 1.1371 -3.2405 -1.7820
H -2.4653 0.6631 2.2528
H -3.0875 1.6578 0.9831
H -3.9320 0.3387 1.3273
H 1.3646 2.5598 -0.6826
H -0.2884 2.0723 -1.0734
H 0.2427 2.6263 0.4852
H 2.7934 -0.4371 0.3139
H 2.7802 1.4456 0.5931
H 1.9244 0.1899 1.8140
*
```

As for the highest occupied orbital energy: -8.409 eV. The calculation puts the energy above the lowest of the compared OMol25 structures with the same formula, charge and spin at 6.590 eV. For the electronic energy, the calculation gives -567.00423 Ha. Its structure (SMILES) is C/N=C(\O/[N+]([O-])=N/C)N(C)C. The calculation puts the HOMO-LUMO gap at 9.220 eV.

---

No. 8
This record from the Open Molecules 2025 dataset describes an isolated molecule of C2BrNO2. The level of theory is wB97M-V/def2-TZVPD.

Structure (ORCA input):
```
! wB97M-V def2-TZVPD RIJCOSX def2/J DEFGRID3
* xyz 0 1
O 1.0117 -1.5032 -0.2172
N 0.1544 -0.8271 0.3044
O -0.5055 -1.1054 1.2852
C -0.1546 0.3607 -0.2835
C -0.3266 1.8603 -0.7076
Br -0.7248 3.4912 -1.2182
*
```

As for the highest occupied orbital energy (alpha / beta): -9.646 / -9.648 eV. The calculation puts the energy above the lowest of the compared OMol25 structures with the same formula, charge and spin at 8.143 eV. For the electronic energy, the calculation gives -2855.11264 Ha. Its structure (SMILES) is O=[N+]([O-])C#CBr. The calculation puts the HOMO-LUMO gap (alpha / beta) at 7.890 / 7.881 eV.

---

What strongest force on any atom values result from the calculations? In sequence: 1.1; 0.8; 3.8; 3.4; 3.3; 3.6; 4.0; 16.1 eV/A.